1.
CH4NO2S as an isolated structure at a distorted geometry. Source: the Open Molecules 2025 dataset; level of theory: wB97M-V/def2-TZVPD.

Results
- Kohn-Sham gap (spin up / spin down): 8.2362 / 8.2370 eV
- Total charge: -1
- Lowest unoccupied orbital energy (spin up / spin down): 4.29 / 4.29 eV

Each line ends with the Löwdin charge.
CARTESIAN COORDINATES (ANGSTROEM)
O (-1.1951, -0.2847, -1.4292)  -0.44
O (-1.5292, -0.6154, 0.9148)  -0.41
H (0.1471, 2.1896, -0.3759)  -0.05
H (1.2492, -1.9021, -0.8276)  -0.09
N (1.2714, -1.0978, -0.2198)  -0.17
H (1.0618, -1.5524, 0.7251)  -0.05
S (-0.7489, 0.0578, -0.0930)  0.55
H (0.2431, 1.5043, 1.0335)  -0.04
C (-0.4994, 1.7008, 0.2721)  -0.29



2.
A 2-piece molecular cluster, CH4NO3 overall. Source: the Open Molecules 2025 dataset; level of theory: wB97M-V/def2-TZVPD.

Results
- Kohn-Sham gap: 8.6840 eV
- Total charge: -1
- Lowest unoccupied orbital energy: 4.45 eV

Each line ends with the Löwdin charge.
CARTESIAN COORDINATES (ANGSTROEM)
H (-0.7342, 0.0153, 2.1847)  0.05
H (-0.9664, 0.6775, 0.6519)  0.05
O (1.4538, -1.1417, 1.5110)  -0.09
O (-0.8016, 0.1301, -2.2578)  -0.14
H (-0.2697, -0.4544, -1.6698)  0.01
H (-0.2771, 0.9187, -2.0548)  0.01
N (-0.3223, 0.2659, 1.3053)  0.08
C (0.8132, -0.3917, 0.7524)  -0.84
O (1.1043, -0.0199, -0.4230)  -0.13



3.
A 2-piece molecular cluster, CH4NO3 overall at a distorted geometry. Source: the Open Molecules 2025 dataset; level of theory: wB97M-V/def2-TZVPD.

Results
- Kohn-Sham gap (spin up / spin down): 8.4706 / 9.0897 eV
- Total charge: +1
- Lowest unoccupied orbital energy (spin up / spin down): -7.79 / -7.48 eV

Each line ends with the Löwdin charge.
CARTESIAN COORDINATES (ANGSTROEM)
H (0.7285, 0.8494, -1.3452)  0.12
N (-0.5151, -0.4860, -0.2723)  0.01
O (0.3216, -1.4923, 1.1454)  0.00
H (-0.7302, -3.1189, 1.5233)  0.18
O (-1.3540, -1.1603, -0.6821)  0.32
O (-0.0677, -2.7391, 0.8621)  0.03
C (0.1474, 0.7111, -0.5016)  0.06
H (-0.3689, 1.6572, -0.2881)  0.16
H (0.9073, 0.8046, 0.2568)  0.12



4.
A 3-piece molecular cluster, CH4NO3P overall at a distorted geometry. Source: the Open Molecules 2025 dataset; level of theory: wB97M-V/def2-TZVPD.

Results
- Kohn-Sham gap: 3.4189 eV
- Total charge: -2
- Lowest unoccupied orbital energy: 4.86 eV

Each line ends with the Löwdin charge.
CARTESIAN COORDINATES (ANGSTROEM)
O (3.2513, 0.8940, -7.2753)  -0.40
H (-1.2900, -0.7651, -3.7893)  0.04
O (0.7832, 0.0978, -6.8717)  -0.40
H (-0.4483, -8.2084, 9.3141)  -1.00
H (0.7139, 0.0012, -4.5506)  -0.04
P (1.7732, 1.1226, -7.3519)  0.25
O (1.2773, 2.3682, -7.9705)  -0.39
N (-0.5180, -0.6398, -3.1145)  0.00
C (0.5611, -0.2361, -3.6269)  -0.12
H (1.2837, 0.0356, -2.8132)  0.07



5.
CH4NO3P as an isolated structure at a distorted geometry. Source: the Open Molecules 2025 dataset; level of theory: wB97M-V/def2-TZVPD.

Results
- Kohn-Sham gap: 11.6942 eV
- Lowest unoccupied orbital energy: 0.63 eV

Each line ends with the Löwdin charge.
CARTESIAN COORDINATES (ANGSTROEM)
O (0.4216, -0.6061, -1.1963)  -0.22
N (1.0879, 1.0612, 0.8753)  -0.06
H (1.9988, 1.4077, 0.6711)  0.03
H (-0.6625, -2.3167, -0.9794)  0.12
O (2.5776, -0.9886, 0.4048)  -0.25
P (1.2254, -0.4653, 0.2553)  0.47
H (0.3393, 1.8389, 0.6142)  0.14
H (-1.5032, -0.6401, -0.7116)  0.09
C (-0.7377, -1.3162, -0.6099)  -0.12
O (-0.1835, -1.2976, 0.8128)  -0.21



6.
A 2-piece molecular cluster, CH4NO3P overall at a distorted geometry. Source: the Open Molecules 2025 dataset; level of theory: wB97M-V/def2-TZVPD.

Results
- SMILES: NC=O.O=PO
- Kohn-Sham gap: 9.6254 eV
- Lowest unoccupied orbital energy: -0.06 eV

Each line ends with the Löwdin charge.
CARTESIAN COORDINATES (ANGSTROEM)
O (-2.0292, 1.2505, 0.4249)  -0.46
P (-2.7823, 0.0305, 0.5627)  0.76
O (-2.5537, -0.7297, -0.8102)  -0.26
H (-2.7515, -1.5465, -1.1935)  0.04
N (0.6017, 0.5990, 0.4445)  0.10
C (0.8413, -0.6654, 0.3173)  -0.53
H (-0.2803, 0.9406, 0.9862)  0.10
O (0.2366, -1.6294, 0.7063)  -0.02
H (1.6866, -0.8158, -0.5086)  0.15
H (1.0489, 1.3272, -0.1269)  0.12



Calculated values (a.u.) of electronic energy for the records, taken in order: -643.84778 -321.06966 -320.39657 -662.32473 -662.38547 -662.36430.
Calculated values (kJ/mol) of energy above the lowest of the compared OMol25 structures with the same formula, charge and spin for the records, taken in order: 485.98 18.54 542.44 52.60 37.74 93.31.